{
  "formula": "C7H11N",
  "method": "ωB97M-V with the def2-TZVPD basis set",
  "de_lowest_ev": 2.7162,
  "homo_lumo_gap_ev": 11.84,
  "lumo_energy_ev": 0.855,
  "symbols": ["C", "C", "C", "C", "C", "C", "C", "H", "H", "H", "H", "H", "H", "H", "H", "H", "H", "H", "N"],
  "coordinates": [[2.7974, -0.0051, -0.2114], [1.4693, 0.7516, 0.2887], [0.1026, 0.0772, 0.1360], [-0.5235, -0.9737, 1.0271], [-1.3901, -1.4873, -0.0599], [-0.3965, -0.7796, -1.0099], [-0.9965, 1.2078, 0.0502], [3.2440, -0.2839, 0.7331], [2.4538, -0.8960, -0.8375], [3.4473, 0.5609, -0.8361], [1.4432, 1.6082, -0.2088], [1.4017, 1.1381, 1.3426], [0.3059, -1.7181, 1.2602], [-0.9238, -0.7686, 1.9683], [-1.3408, -2.4797, -0.3045], [-2.3225, -1.0183, -0.1121], [0.3875, -1.4853, -1.3757], [-0.9071, -0.2935, -1.8485], [-1.9379, 1.8415, -0.1580]]
}



{
  "formula": "C7H11N",
  "method": "ωB97M-V with the def2-TZVPD basis set",
  "de_lowest_ev": 5.7834,
  "homo_lumo_gap_ev": [7.56, 7.56],
  "lumo_energy_ev": [-1.106, -1.108],
  "symbols": ["C", "C", "C", "C", "C", "C", "C", "N", "H", "H", "H", "H", "H", "H", "H", "H", "H", "H", "H"],
  "coordinates": [[2.3028, 0.0518, -0.2162], [1.1997, -0.1695, -0.6401], [-0.7901, 1.1001, 0.4980], [3.7214, 0.2228, 0.0770], [-1.3283, -1.3612, 0.7185], [-1.8895, -0.0967, -1.4309], [-1.2241, -0.1270, -0.1055], [-1.0016, 2.2184, -0.0741], [-0.2929, 0.9863, 1.4716], [3.8279, 0.4650, 1.1358], [4.2715, -0.6926, -0.1336], [4.1276, 1.0385, -0.5173], [-1.4534, -2.2440, 0.0955], [-2.2091, -1.2770, 1.3641], [-0.4600, -1.4925, 1.3607], [-1.5607, -0.9231, -2.0605], [-1.6920, 0.8516, -1.9211], [-2.9669, -0.2079, -1.2914], [-0.6350, 3.0253, 0.4226]]
}



{
  "formula": "C7H11N",
  "method": "ωB97M-V with the def2-TZVPD basis set",
  "smiles": "C/C=C(/C#N)C(C)C",
  "de_lowest_ev": 6.4983,
  "homo_lumo_gap_ev": 10.48,
  "lumo_energy_ev": 0.687,
  "symbols": ["C", "C", "C", "C", "N", "C", "C", "C", "H", "H", "H", "H", "H", "H", "H", "H", "H", "H", "H"],
  "coordinates": [[0.7515, -1.7598, -0.3314], [1.5843, -0.4239, 0.1658], [0.9452, 0.7509, 0.2303], [1.7022, 2.0687, 0.4254], [2.5486, 2.8594, 0.5813], [-0.6347, 0.6732, -0.1172], [-1.2241, 0.1330, -1.3083], [-1.0631, 0.1228, 1.2613], [-0.1496, -1.5489, -0.8251], [1.2936, -2.0816, -1.1349], [0.6578, -2.4664, 0.6236], [2.7987, -0.7888, 0.2302], [-1.0140, 1.8323, -0.1337], [-0.7675, -0.9638, -1.5967], [-2.2980, 0.3899, -0.9594], [-1.2803, 0.9506, -2.2164], [-0.9830, -0.9942, 1.6487], [-0.7223, 1.0902, 2.0768], [-2.1453, 0.1565, 1.3798]]
}



{
  "formula": "C7H11N",
  "method": "ωB97M-V with the def2-TZVPD basis set",
  "de_lowest_ev": 7.9090,
  "homo_lumo_gap_ev": [7.06, 6.98],
  "lumo_energy_ev": [-0.651, -0.657],
  "symbols": ["C", "C", "N", "C", "C", "H", "H", "H", "H", "H", "C", "C", "C", "H", "H", "H", "H", "H", "H"],
  "coordinates": [[0.2056, -1.0866, -1.6298], [0.0007, -0.8487, -0.1263], [0.4581, -1.7038, 0.7817], [-1.5836, -0.6223, 0.0061], [-2.7634, -0.9211, 0.0876], [1.4154, -1.4644, 1.0370], [-0.1845, -2.0753, -1.8658], [1.2757, -1.0631, -1.8388], [-0.3097, -0.3448, -2.2416], [-3.8036, -1.1212, 0.1853], [0.5031, 1.0644, 1.7226], [0.4369, 0.7829, 0.2342], [1.0726, 1.5778, -0.6478], [-0.9817, 0.5720, 0.0117], [-0.3222, 0.5880, 2.2535], [0.4668, 2.1395, 1.9043], [1.4278, 0.6800, 2.1565], [1.6199, 2.4550, -0.3174], [1.0660, 1.3918, -1.7132]]
}



{
  "formula": "C7H11N2O",
  "method": "ωB97M-V with the def2-TZVPD basis set",
  "charge": 1,
  "de_lowest_ev": 3.2393,
  "homo_lumo_gap_ev": 7.55,
  "lumo_energy_ev": -5.898,
  "symbols": ["C", "C", "C", "C", "C", "C", "C", "N", "N", "O", "H", "H", "H", "H", "H", "H", "H", "H", "H", "H", "H"],
  "coordinates": [[-1.4344, 1.2703, 2.7585], [-1.6099, 2.3757, 1.7965], [-0.8056, 0.2975, 2.0890], [-1.2231, 1.9192, 0.6019], [0.2303, -1.5424, 0.0157], [-0.3516, 0.2036, -1.7305], [-0.2963, -0.1803, -0.3480], [-0.7063, 0.5704, 0.7000], [2.7384, -1.8600, -1.7870], [-0.2277, -2.4863, 0.5735], [-1.8226, 1.4037, 3.7808], [-1.9810, 3.3924, 1.8675], [-0.6324, -0.6202, 2.5406], [-1.1625, 2.4669, -0.2816], [1.4039, -1.7159, -0.2744], [-1.2090, -0.2566, -2.3569], [-0.5203, 1.3003, -1.9189], [0.6409, -0.2287, -2.2446], [2.8232, -2.0386, -2.8127], [3.6034, -1.4121, -1.5372], [2.5424, -2.8589, -1.4323]]
}



{
  "formula": "C7H11N2O2",
  "method": "ωB97M-V with the def2-TZVPD basis set",
  "charge": -2,
  "de_lowest_ev": 0.9149,
  "homo_lumo_gap_ev": [2.70, 7.41],
  "spin_multiplicity": 2,
  "lumo_energy_ev": [6.018, 5.883],
  "symbols": ["C", "C", "O", "O", "H", "H", "H", "C", "C", "C", "C", "C", "N", "N", "H", "H", "H", "H", "H", "H", "H", "H"],
  "coordinates": [[1.2152, 0.2348, -2.5055], [2.5647, 0.8875, -2.2150], [2.5914, 2.0420, -1.7051], [3.5628, 0.1450, -2.4031], [0.4421, 0.8304, -2.0406], [1.3122, -0.8027, -2.1768], [1.0779, 0.0901, -3.5979], [-1.6450, 0.4210, 0.0799], [-1.5873, -0.6401, -0.9756], [-0.9055, -0.0555, 1.3353], [-0.2046, 0.7418, 2.1652], [-0.1097, -1.3949, 2.8382], [-0.7630, -1.3693, 1.6790], [0.2306, -0.0958, 3.1743], [-1.0213, 1.2855, -0.1932], [-2.5639, 0.8632, 0.4978], [-2.1049, -1.5730, -0.7086], [-0.2604, 1.8203, 2.2624], [-0.0712, -2.1707, 3.5746], [0.8687, 0.2045, 3.8944], [-0.6212, -1.1419, -1.0565], [-2.0076, -0.3224, -1.9234]]
}



{
  "formula": "C7H11N2O3",
  "method": "ωB97M-V with the def2-TZVPD basis set",
  "charge": 1,
  "smiles": "CC/C=C/C=C(\\O)C(=[NH2+])[N+](=O)[O-]",
  "de_lowest_ev": 5.4985,
  "homo_lumo_gap_ev": [6.12, 6.39],
  "lumo_energy_ev": [-6.368, -6.147],
  "symbols": ["C", "C", "C", "C", "C", "C", "O", "C", "N", "N", "O", "O", "H", "H", "H", "H", "H", "H", "H", "H", "H", "H", "H"],
  "coordinates": [[0.4040, -1.9462, -3.9886], [0.1041, -0.6755, -3.1700], [-0.1200, -0.8131, -1.7713], [0.0265, 0.2077, -0.8723], [-0.3350, 0.2392, 0.4971], [0.2119, 1.0893, 1.4603], [1.2018, 1.9833, 1.1998], [-0.3055, 0.8950, 2.8856], [-1.4102, 0.2881, 3.2558], [0.5912, 1.2810, 4.1078], [1.4819, 2.0510, 3.8245], [0.1657, 0.9578, 5.1573], [1.4713, -2.2721, -3.8061], [0.3190, -1.6843, -5.0596], [-0.3751, -2.7614, -3.8212], [-0.8919, -0.4200, -3.3993], [0.7756, 0.2256, -3.2688], [-0.6980, -1.7296, -1.4624], [0.4598, 1.1469, -1.2857], [-1.0378, -0.4636, 0.8100], [1.4462, 2.4690, 2.0354], [-1.8036, -0.2855, 2.3957], [-1.6820, 0.2174, 4.2759]]
}



{
  "formula": "C7H11N2O3S",
  "method": "ωB97M-V with the def2-TZVPD basis set",
  "charge": -1,
  "de_lowest_ev": 0.0000,
  "homo_lumo_gap_ev": 7.61,
  "lumo_energy_ev": 3.692,
  "symbols": ["C", "C", "C", "C", "C", "C", "C", "N", "N", "O", "O", "O", "S", "H", "H", "H", "H", "H", "H", "H", "H", "H", "H", "H"],
  "coordinates": [[-0.7818, 0.1137, -0.1700], [-1.9570, -0.4594, -0.7712], [-1.3010, 0.9995, 0.7406], [-1.9222, -1.5905, -1.7278], [-0.7692, 1.9307, 1.8333], [2.9606, 0.2040, -0.8325], [1.6393, 0.5649, -0.1447], [-3.0339, 0.0954, -0.2864], [0.6036, -0.3574, -0.4827], [-0.3969, -2.6103, 0.4967], [1.0960, -1.3141, 1.9819], [-2.6256, 1.0913, 0.5988], [0.8696, -1.9001, 0.6475], [-2.8720, -2.2276, -1.5919], [-1.8098, -1.3303, -2.7261], [-1.0058, -2.1312, -1.3527], [-1.3093, 1.5841, 2.6816], [0.3006, 1.7493, 1.8322], [-0.9405, 2.9643, 1.5820], [2.9829, 0.4651, -1.8829], [3.7711, 0.7534, -0.3180], [3.2955, -0.7745, -0.5363], [1.9975, 0.6476, 0.9373], [1.2083, 1.5321, -0.5086]]
}